Entry from OMol25: C46H48InN3Sb as an isolated structure in a non-equilibrium geometry (the ωB97M-V functional and the def2-TZVPD basis).

```
99
C46H48InN3Sb | OMol25 | the ωB97M-V functional and the def2-TZVPD basis
H 0.660 3.156 -2.893
H 0.088 1.522 2.177
H 0.007 4.182 0.295
C 1.165 -2.166 -4.417
C -4.954 -3.754 3.122
H 1.648 -3.873 -3.050
H -0.456 4.450 -7.075
C -0.167 3.191 -0.141
C -5.021 -2.988 1.950
H -0.648 3.335 -1.113
C 4.164 1.082 -1.991
H 2.309 2.072 -7.372
C 1.278 -0.645 6.718
H -3.837 -0.728 4.138
C 1.182 1.421 2.155
H 3.425 -0.315 -4.845
C 1.356 -1.046 4.316
H 5.050 1.704 -1.850
H -1.600 2.673 -5.667
H -5.896 -3.036 1.299
H 3.869 1.164 -3.039
C 1.993 -1.018 5.570
C -3.258 3.083 3.684
H -1.676 2.548 2.288
C -2.702 0.823 3.132
H 4.470 0.042 -1.841
C 1.746 0.686 -5.813
H -1.905 -4.371 0.666
H -0.666 -3.065 -1.133
C 1.037 -0.658 -2.702
H 4.538 -0.369 0.395
H -5.212 0.845 5.407
C 1.742 1.656 0.806
C -0.654 2.122 -5.697
H 1.060 -2.523 -5.441
C -2.463 2.190 2.958
H 3.800 0.582 -6.315
H -1.315 1.124 -2.829
C 1.448 -2.830 -3.291
C -0.014 -0.764 4.209
H 1.286 -3.355 3.388
H -0.516 3.323 -8.434
C 0.858 -3.305 2.374
H -2.462 1.098 -4.155
N 0.936 -0.819 -4.057
C 2.953 1.087 0.294
C 1.822 -2.031 -0.872
C -3.836 -3.689 3.962
H -1.892 -2.775 4.287
C -3.692 0.345 3.998
H -0.667 0.013 7.454
C 1.121 2.432 -0.249
C 0.714 0.267 -4.961
C 3.796 0.109 1.037
C 2.008 2.388 -1.381
C 1.726 3.021 -2.693
H -0.830 -4.484 2.969
H -5.780 -4.414 3.390
H 1.939 -1.329 3.435
H -0.915 2.694 0.487
H 1.567 2.085 2.938
C 0.325 2.502 -6.620
C -2.767 -2.853 3.628
C 3.044 -0.055 -5.843
H -3.088 4.148 3.541
H -4.862 3.330 5.126
H 4.336 0.634 1.833
C -0.706 -0.357 5.346
H -3.756 -4.282 4.874
C -1.502 0.678 -3.826
C 1.528 1.788 -6.657
C -4.461 1.251 4.731
C -0.351 -3.969 2.138
H -1.647 -0.405 -3.717
C -3.954 -2.151 1.596
H 2.967 -0.976 -6.441
C -0.452 1.032 -4.832
In 0.225 0.076 -0.758
C -0.938 -3.895 0.872
H 3.047 -1.307 5.631
H 1.421 0.405 2.463
C -0.273 -3.191 -0.125
H -4.006 -1.540 0.687
N 1.477 -2.579 1.439
C 0.084 3.637 -7.570
C -2.847 -2.107 2.449
H 3.237 -0.707 1.513
Sb -1.309 -0.584 2.374
C -0.073 -0.300 6.595
H 2.112 2.442 -3.534
H 1.765 -0.618 7.698
H 1.033 4.025 -7.951
C -4.249 2.624 4.565
C 3.110 1.540 -1.048
N 1.484 -1.880 -2.242
H -1.750 -0.059 5.260
H 2.844 -1.796 -0.596
C 1.031 -2.674 0.142
H 2.193 4.010 -2.720
```

As for the charge: -1. The strongest force on any atom is 2.78 eV/A. For the molecular weight, the calculation gives 879.5 Da. Its spin multiplicity is 1. The HOMO energy comes out at -2.390 eV. The relative energy (zero: lowest compared OMol25 entry of this formula, charge and spin) comes out at 0.2 kcal per mole. The electronic energy is -64659.735 eV.

=====

Entry from OMol25: C46H48N3OPRu as an isolated structure in a non-equilibrium geometry (the ωB97M-V functional and the def2-TZVPD basis).

```
100
C46H48N3OPRu | OMol25 | the ωB97M-V functional and the def2-TZVPD basis
H -1.032 -0.187 6.946
C -1.324 2.232 -5.888
N 0.183 -0.852 -4.662
N 1.554 -2.916 0.947
C 1.507 2.203 -2.076
C 1.438 -1.389 -0.761
H 0.465 3.069 -3.712
C 1.103 -3.845 1.752
H 1.811 -4.153 2.493
H -0.521 4.204 -0.836
H 2.762 -0.290 -5.551
H -1.221 -2.549 -1.020
C 0.636 -2.060 -5.131
C -2.694 1.263 4.650
H 1.437 2.028 -7.879
C 3.747 0.887 -2.354
C 3.069 -0.317 4.440
H -4.388 3.404 2.583
H 0.326 4.192 -8.086
N 0.104 -2.355 -2.973
C 2.533 1.300 -1.607
H 2.036 -1.150 -6.936
C -0.633 3.771 -7.759
H 2.495 -0.843 0.915
H 3.966 -0.160 0.210
H -2.854 -3.338 9.264
C 0.319 -0.814 4.341
H 1.268 -3.891 -3.871
C -3.815 2.530 2.901
H -0.485 2.256 1.522
H -1.128 3.135 -2.115
C -2.753 0.423 2.368
C -0.403 2.569 -6.889
C 1.495 2.917 -3.377
C -2.980 -3.559 7.116
C -1.574 -1.135 6.987
C 0.121 -1.044 -3.213
C -3.480 1.544 1.965
C 0.784 0.489 4.552
H 3.191 0.611 1.622
H 2.861 0.380 -7.184
C -3.420 2.387 4.235
H 4.091 -0.091 -2.004
C -2.347 0.282 3.712
C 1.231 -1.875 4.259
H -3.782 1.642 0.920
H -1.204 3.505 -8.661
C 0.326 1.523 1.438
C 0.677 -2.449 0.033
C -1.910 -1.689 8.228
C -1.940 -1.802 5.807
C 0.718 1.762 -7.102
C 0.519 2.321 -1.041
H 3.302 -2.449 4.140
C 0.963 1.567 0.090
H 2.012 2.324 -4.137
C 2.601 -1.625 4.261
C 2.206 -0.162 -6.493
H -2.206 2.853 -5.728
H 4.569 1.602 -2.230
H 0.740 -2.362 -6.133
H 4.142 -0.125 4.467
C 2.186 0.923 -0.259
H -3.523 -4.503 7.163
P -1.441 -1.213 4.171
H 0.853 -2.898 4.201
C -1.083 -3.881 0.736
H 2.428 -1.967 -1.374
H -2.954 -3.505 4.949
H -1.467 2.760 -0.411
C -2.659 -3.007 5.875
C 3.010 0.093 0.675
H 2.519 1.747 4.778
C -2.603 -2.903 8.295
H -2.405 1.148 5.697
H 0.072 1.307 4.675
H -2.118 -4.195 0.711
C -0.001 0.321 -5.361
H 3.523 0.813 -3.424
Ru 0.734 0.270 -1.698
O -1.635 -2.249 3.106
H -3.678 3.150 4.968
H -0.505 -5.058 2.462
C -2.118 0.704 -4.042
H 1.048 1.712 2.244
H -2.621 -0.247 -4.270
C -1.135 1.101 -5.093
C -0.644 -2.932 -0.171
H -1.626 -1.166 9.142
H 1.985 3.898 -3.321
H -0.107 0.529 1.608
C 0.952 0.626 -6.329
H -1.645 0.603 -3.047
H -2.488 -0.350 1.642
C -0.714 3.155 -1.102
C 2.160 0.731 4.604
C 0.768 -2.902 -4.075
C -0.200 -4.339 1.705
H -1.198 4.538 -7.217
H -2.886 1.485 -3.966
```

As for the charge: -1. The strongest force on any atom is 5.49 eV/A. For the molecular weight, the calculation gives 791.0 Da. Its spin multiplicity is 6. The HOMO energy (alpha / beta) comes out at -0.274 / -5.075 eV. The expectation value of S² is 8.792. The relative energy (zero: lowest compared OMol25 entry of this formula, charge and spin) comes out at 40.6 kcal per mole. The electronic energy is -66864.033 eV.

=====

Entry from OMol25: C46H49IN7PPdSi as an isolated structure (the ωB97M-V functional and the def2-TZVPD basis).

```
106
C46H49IN7PPdSi | OMol25 | the ωB97M-V functional and the def2-TZVPD basis
N -0.118 1.887 -0.736
C -4.422 3.766 -1.980
C 2.749 -1.920 -0.620
C 3.881 -0.467 4.080
H -4.757 -1.906 1.445
C -3.368 1.523 -0.681
C 1.316 0.084 4.971
H 1.960 0.527 -2.593
H -3.160 0.107 1.653
C -0.277 3.020 -0.547
H 0.660 -4.886 0.869
C 3.691 2.006 -0.078
N -0.570 -2.544 0.013
H 1.270 7.032 0.465
C 1.055 6.227 -0.239
C -4.568 3.627 -0.608
H -3.131 -3.932 2.683
C -5.486 -3.226 -0.068
H 4.761 3.849 -0.250
H -1.808 4.563 -1.906
C -1.321 -4.293 1.561
H 2.142 -3.015 1.140
I -0.135 0.483 2.485
C -4.682 -2.200 0.406
C 5.215 -0.734 3.698
H 4.860 -0.805 0.376
C 2.859 -0.282 3.096
C 3.595 -0.387 5.465
H 5.955 -0.857 4.477
C 1.571 0.020 3.627
C 0.428 5.065 0.536
C -2.139 -4.350 2.845
C 3.250 -0.426 1.725
H 4.097 -3.331 -3.383
N -1.706 -1.850 -6.540
H -2.008 6.914 -1.730
C -5.391 -3.629 -1.394
H 0.343 6.192 -2.285
H 3.714 -5.375 -2.055
H -2.665 0.958 -2.637
H -0.186 5.429 1.363
H 3.946 1.885 0.967
C -1.341 6.475 -0.989
H 0.290 7.776 -1.547
H -1.576 6.956 -0.037
H 0.297 -3.065 -0.144
H -4.169 2.418 1.108
H 2.843 2.461 -3.816
C 2.544 -3.080 0.134
C -1.630 4.977 -0.912
H -1.230 -2.809 -0.716
C -1.358 -1.138 -5.670
C 2.339 -0.127 5.911
Pd -0.260 -0.300 -0.317
H -1.654 -3.784 3.643
C 3.083 2.332 -2.769
H 0.584 -4.470 2.596
C 5.564 -0.832 2.386
N -1.191 -2.847 1.256
H 4.408 -0.541 6.161
C 4.568 -0.692 1.413
H 2.742 -5.209 0.213
H -2.506 4.763 -0.294
C -4.498 -2.997 -2.248
C -3.714 -1.957 -1.775
N -0.099 -0.975 -2.525
C 3.862 3.276 -2.112
H 1.176 4.392 0.955
C -3.204 1.700 -2.057
H -5.106 4.375 -0.041
Si -2.871 -0.049 0.204
C -3.799 -1.531 -0.446
C 0.047 -4.946 1.771
H 3.508 -1.134 -2.478
H -2.317 -6.000 0.726
C -2.068 -4.984 0.426
P 2.272 -0.363 0.175
H -2.995 -4.462 0.192
H 2.006 5.916 -0.669
C 2.607 1.230 -2.084
H -3.614 2.913 -3.775
C 3.437 -4.410 -1.654
H -6.012 -4.434 -1.761
H -4.426 -3.309 -3.281
C 0.118 6.719 -1.354
C -0.553 -0.734 -3.565
H -1.462 -5.063 -0.479
H -4.846 4.623 -2.485
C 2.927 1.044 -0.738
C -4.037 2.518 0.037
H -0.616 -2.414 1.973
C 3.303 -2.018 -1.893
C 3.647 -3.263 -2.403
H -0.063 -6.002 2.011
H -2.243 -5.379 3.185
H -3.047 -1.446 -2.462
N -0.452 4.287 -0.348
C 4.156 3.116 -0.766
C -3.731 2.803 -2.705
H 0.320 0.308 5.325
H 2.116 -0.072 6.967
H -6.184 -3.715 0.597
H 6.583 -1.029 2.088
H 4.239 4.134 -2.650
C 2.886 -4.318 -0.382
N -1.021 -0.361 -4.719
```

As for the charge: +2. The strongest force on any atom is 0.82 eV/A. For the molecular weight, the calculation gives 992.3 Da. Its spin multiplicity is 5. The HOMO energy (alpha / beta) comes out at -11.503 / -13.262 eV. The expectation value of S² is 6.046. The relative energy (zero: lowest compared OMol25 entry of this formula, charge and spin) comes out at 0.0 kcal per mole. The electronic energy is -87657.050 eV.

=====

Entry from OMol25: C46H50Cl3N4O3Sn as an isolated structure in a non-equilibrium geometry (the ωB97M-V functional and the def2-TZVPD basis).

```
107
C46H50Cl3N4O3Sn | OMol25 | the ωB97M-V functional and the def2-TZVPD basis
H 20.669 -15.396 2.544
C 19.044 -14.674 5.495
H 18.156 -8.039 8.577
H 12.716 -14.592 11.481
H 22.649 -14.896 4.043
H 14.773 -15.561 12.516
C 17.720 -9.020 8.371
C 12.946 -17.126 4.114
H 15.460 -11.192 9.771
C 16.556 -12.962 7.549
H 15.271 -17.716 10.476
C 14.142 -16.603 4.874
H 18.659 -18.502 9.966
H 19.373 -15.584 9.639
C 21.625 -14.908 4.447
C 20.152 -14.637 6.356
N 18.781 -19.504 11.693
C 13.098 -12.317 5.849
H 18.728 -22.351 10.849
C 19.065 -19.471 10.305
H 12.323 -10.026 6.687
C 14.488 -13.597 8.650
H 17.345 -17.646 14.058
C 13.792 -11.673 7.005
C 16.325 -10.833 9.143
H 20.136 -19.473 10.063
C 19.089 -15.176 8.665
C 18.070 -9.732 7.212
H 19.522 -12.224 4.458
H 16.484 -15.837 12.076
H 12.017 -12.151 5.954
H 14.832 -11.680 6.754
H 21.064 -15.181 8.181
H 14.288 -17.236 9.144
H 13.215 -9.980 8.302
H 16.791 -9.047 10.294
C 17.564 -13.185 6.537
Cl 12.232 -16.312 2.845
H 18.579 -14.270 1.369
C 16.684 -11.591 8.011
H 11.285 -12.888 10.567
H 16.434 -23.099 7.338
Sn 15.995 -15.819 6.667
H 15.760 -14.177 11.919
C 18.361 -18.325 12.289
O 14.071 -15.412 5.371
C 17.124 -21.137 7.598
C 14.192 -14.403 9.850
C 17.613 -11.013 7.117
C 14.536 -16.920 10.202
H 19.960 -12.791 9.152
C 12.354 -12.475 8.878
H 18.243 -14.525 8.973
C 15.615 -15.286 11.808
C 16.841 -22.382 8.043
N 15.663 -13.927 7.914
C 18.086 -11.915 6.156
H 18.005 -17.495 3.716
C 18.015 -15.298 3.318
Cl 12.404 -18.707 4.521
H 20.838 -12.358 7.597
H 17.708 -13.245 2.486
H 17.727 -19.418 13.965
H 22.276 -14.419 6.411
H 16.050 -15.481 9.738
C 18.034 -16.777 2.882
H 19.013 -18.158 14.268
H 16.790 -20.755 6.633
H 18.861 -17.033 2.163
H 18.641 -16.029 8.085
H 13.193 -13.399 5.804
H 17.034 -17.141 2.201
O 15.079 -17.440 5.123
C 13.600 -12.580 8.254
C 21.415 -14.665 5.828
C 18.054 -18.391 13.780
H 13.646 -17.099 10.806
C 13.317 -10.212 7.213
C 19.123 -11.573 5.259
H 14.042 -9.497 6.690
H 16.852 -14.617 1.622
C 19.238 -14.999 4.159
C 17.789 -14.362 2.150
C 13.001 -14.093 10.538
C 12.188 -13.106 10.064
O 18.205 -17.325 11.584
N 17.971 -20.323 8.254
Cl 15.779 -17.130 1.116
C 18.334 -20.579 9.513
C 20.200 -14.507 7.883
H 17.067 -15.278 3.856
C 16.928 -9.584 9.368
H 17.076 -23.764 9.724
C 19.482 -10.200 5.277
H 19.210 -8.261 6.201
H 11.680 -11.692 8.594
C 20.549 -15.114 3.629
H 19.300 -20.174 12.255
H 13.309 -11.864 4.890
N 17.768 -14.396 5.984
C 20.676 -13.143 8.394
C 17.298 -22.774 9.341
H 21.680 -13.369 8.811
H 20.211 -9.873 4.523
C 18.116 -21.914 10.051
C 18.960 -9.290 6.200
C 15.104 -15.555 10.346
```

As for the charge: +1. The strongest force on any atom is 5.76 eV/A. For the molecular weight, the calculation gives 932.0 Da. Its spin multiplicity is 1. The HOMO energy (alpha / beta) comes out at -10.789 / -9.984 eV. The relative energy (zero: lowest compared OMol25 entry of this formula, charge and spin) comes out at 139.0 kcal per mole. The electronic energy is -104005.189 eV.